# 1
{
  "formula": "C4H12N2P",
  "method": "the ωB97M-V functional and the def2-TZVPD basis",
  "species": ["C", "C", "C", "C", "N", "N", "P", "H", "H", "H", "H", "H", "H", "H", "H", "H", "H", "H", "H"],
  "positions_angstrom": [[1.5266, 0.1726, 0.1829], [1.2153, -1.3748, 0.2034], [0.2179, 0.8497, 0.4084], [-0.7216, -0.0827, -0.3973], [0.0430, 2.2729, -0.0171], [-0.2353, -1.4807, -0.1793], [-2.5069, -0.1386, 0.2678], [2.3766, 0.3841, 0.9053], [1.8943, 0.4866, -0.7911], [1.7228, -1.8147, -0.5526], [1.5177, -1.9449, 1.1062], [-0.0898, 0.9224, 1.5311], [-0.6705, 0.1343, -1.4216], [0.4491, 2.8233, 0.7121], [0.5920, 2.3709, -0.8216], [-0.5900, -2.1228, -0.9129], [-0.7255, -1.8585, 0.6916], [-2.9085, -0.7033, -0.8600], [-3.1073, 1.1042, -0.0553]],
  "charge": 1,
  "smiles": "N[C@@H]1CC[NH2+][C@H]1P",
  "homo_ha": -0.509,
  "e_above_lowest_kj_mol": 97.0,
  "spin_multiplicity": 1,
  "energy_ev": -16603.639,
  "lumo_ev": -3.38
}



# 2
{
  "formula": "C4H12N2S",
  "method": "the ωB97M-V functional and the def2-TZVPD basis",
  "species": ["C", "C", "C", "S", "N", "C", "N", "H", "H", "H", "H", "H", "H", "H", "H", "H", "H", "H", "H"],
  "positions_angstrom": [[0.2293, 1.2439, -1.7724], [-0.0654, 0.5262, -0.3589], [0.7808, 1.1691, 0.7285], [-0.2099, 1.6361, 2.0964], [0.1986, -0.9523, -0.6783], [-0.4974, -1.8023, 0.3482], [0.0489, -1.5706, 1.6388], [-0.3928, 0.6268, -2.5854], [0.1671, 2.3690, -1.7689], [1.1543, 0.9785, -2.1214], [-1.1742, 0.6813, -0.0838], [1.5715, 0.3900, 1.0307], [1.4271, 2.0374, 0.4558], [-2.0140, 0.6966, 0.3030], [-0.2027, -1.2447, -1.5823], [-1.5970, -1.9197, 0.4952], [-0.0997, -2.8448, 0.0586], [1.0282, -1.4246, 1.7745], [-0.3527, -0.5957, 2.0217]],
  "charge": 0,
  "homo_ha": -0.295,
  "e_above_lowest_kj_mol": 615.1,
  "spin_multiplicity": 1,
  "energy_ev": -18151.644,
  "lumo_ev": -2.14
}



| no. | gap between HOMO and LUMO (eV) |
| --- | --- |
| 1 | 10.48 |
| 2 | 5.90 |